[1]
The following is a DFT calculation (the ωB97M-V functional and the def2-TZVPD basis) of a cluster of 2 separate species, C6H15N2 in total in a non-equilibrium geometry.

Geometry as XYZ:
```
23
Properties=species:S:1:pos:R:3:forces:R:3:nbo_charge:R:1
N -0.0144 -1.8317 2.9446 -0.7 0.2 0.1 -1.132
N 1.0935 0.8285 1.9527 1.6 -0.1 -0.9 -0.752
C 0.4282 -0.8533 -2.4255 -0.1 0.5 0.1 -0.600
C 0.4020 0.4996 -0.3224 -1.7 -0.1 -0.7 -0.191
C -2.0637 1.0960 -0.8709 -0.2 -0.7 -0.6 -0.707
C 0.8000 0.5040 -1.7841 0.6 -0.5 0.0 -0.405
C -0.9509 0.5863 -0.0436 0.2 -0.3 -0.1 0.135
C 1.3588 0.4272 0.6847 -1.1 0.0 1.9 0.283
H 0.2207 0.7389 2.4348 -0.9 0.6 -0.5 0.426
H 0.5873 -1.0435 2.8346 0.3 -0.7 -0.1 0.359
H -0.6619 -0.8851 -2.4664 0.0 -0.3 -0.1 0.206
H 2.3592 0.0348 0.5414 0.4 0.9 -0.5 0.242
H 0.7702 -1.7085 -1.8423 0.1 0.1 0.1 0.216
H 0.8218 -0.9582 -3.4344 0.0 0.1 0.0 0.240
H 0.0500 -2.3847 3.7732 0.2 0.0 0.2 0.397
H -1.8906 1.2805 -1.9302 0.4 0.1 0.2 0.246
H -1.3501 0.0569 0.8236 0.4 0.7 0.6 0.213
H -2.4845 2.0074 -0.4351 0.1 0.0 0.2 0.285
H 1.8643 0.7340 -1.8649 -0.1 -0.1 -0.2 0.226
H 0.2523 1.3037 -2.2750 0.1 0.1 -0.1 0.234
H -0.4863 -2.2716 2.1786 0.3 0.1 -0.2 0.381
H -2.8544 0.3401 -0.8145 -0.2 0.2 0.0 0.263
H 1.7482 1.4988 2.3409 0.3 -0.8 0.6 0.436
```
Positions in Å, forces in eV/Å.

Properties
**DFT total energy**: -9436.954 eV
**ΔE to the lowest compared entry with this formula, charge and spin**: 291.22 kJ/mol
**Charge**: +1

[2]
The following is a DFT calculation (the ωB97M-V functional and the def2-TZVPD basis) of a structure of composition C6H15N2 in a non-equilibrium geometry.

Geometry as XYZ:
```
23
Properties=species:S:1:pos:R:3:forces:R:3:nbo_charge:R:1
N -0.3238 -2.6325 0.2838 -0.5 1.1 -0.9 -0.875
N -2.1165 1.7659 0.7683 -0.1 0.3 0.0 -0.869
C 0.7705 2.0301 0.3706 0.5 0.3 -1.9 -0.638
C -1.2982 0.6243 0.7989 0.4 0.9 0.5 0.061
C 0.0267 0.7511 0.5783 -1.6 -1.9 0.4 -0.109
C 1.5906 -0.7274 -0.8449 -0.6 -1.1 -1.2 -0.521
C 0.8150 -0.4725 0.4098 4.6 3.5 0.6 0.180
C 0.6437 -0.8386 -2.0672 0.2 0.9 0.1 -0.609
H 0.6744 2.7857 1.1524 -0.1 -0.5 0.2 0.275
H 0.0654 -1.7492 -2.0191 0.1 -0.2 -0.2 0.239
H 1.3678 -0.7186 1.3192 -0.5 -1.0 0.2 0.258
H -0.0590 -0.0144 -2.1381 -0.1 0.2 0.2 0.218
H 0.2750 -3.4395 0.1916 1.0 0.8 0.3 0.417
H -2.3479 2.2024 1.6538 0.2 -0.1 -0.1 0.403
H 2.4347 -0.0400 -1.1220 -0.9 0.1 0.9 0.320
H 2.1029 -1.6994 -0.8177 0.0 0.2 0.6 0.251
H 1.2642 -0.7617 -2.9435 0.0 -0.4 -0.5 0.239
H -1.6915 -0.3543 1.0622 -0.3 -0.1 -0.5 0.180
H 0.0200 -1.5677 0.3523 -2.0 -4.1 0.0 0.274
H 1.8274 1.8737 0.0917 -0.4 0.1 0.5 0.232
H 0.3170 2.4257 -0.5407 0.0 0.5 0.0 0.264
H -1.2326 -2.8933 0.6337 -0.1 0.9 0.6 0.412
H -2.9348 1.7218 0.1760 0.0 -0.3 0.2 0.399
```
Positions in Å, forces in eV/Å.

Properties
**DFT total energy**: -9433.981 eV
**ΔE to the lowest compared entry with this formula, charge and spin**: 577.99 kJ/mol
**Charge**: +1

[3]
The following is a DFT calculation (the ωB97M-V functional and the def2-TZVPD basis) of a structure of composition C6H15N2O in a non-equilibrium geometry.

Geometry as XYZ:
```
24
Properties=species:S:1:pos:R:3:forces:R:3:nbo_charge:R:1
O -1.4220 0.4254 -0.7138 2.2 2.0 -0.5 -0.451
N 1.2563 0.2585 0.1454 1.4 -0.3 1.6 -0.628
N 1.8127 -1.2857 -1.6517 -3.0 0.0 0.8 -0.871
C 0.9720 1.3764 -0.7795 0.2 1.3 0.2 -0.271
C -0.5572 1.5876 -0.9942 0.2 2.2 0.1 -0.136
C -1.4553 0.0951 0.5684 -2.9 -0.9 -0.3 0.488
C -1.0098 0.6568 1.6962 0.9 1.8 1.1 -0.744
C -2.2305 -1.1617 0.7620 -1.2 -1.1 0.5 -0.684
C 1.3405 -1.2231 -0.2642 1.8 -1.1 0.4 -0.059
H 1.4456 1.3135 -1.7789 -0.1 -1.0 0.7 0.250
H -0.8379 1.7125 1.9147 0.4 0.0 -0.8 0.272
H 2.2781 0.2388 0.2381 -0.4 1.4 0.8 0.434
H 2.6468 -1.8567 -1.6811 -0.5 -0.3 -0.9 0.409
H 2.2099 -1.6413 0.4454 -2.0 0.9 -1.5 0.206
H -2.9316 -1.0493 1.6469 1.0 -0.2 -1.0 0.256
H 0.9557 -1.4701 -2.2920 2.8 -0.1 1.1 0.407
H -2.8554 -1.5737 -0.0774 1.0 0.8 0.5 0.261
H -0.9775 2.5753 -0.6030 0.4 -1.7 0.6 0.221
H -0.4854 1.9173 -2.0195 -1.3 -1.1 -0.9 0.234
H -1.4383 -1.8730 1.0129 -0.6 -0.6 0.2 0.231
H 0.5336 0.4417 1.1899 1.0 -0.6 -2.1 0.463
H -1.2857 0.1718 2.6134 -0.1 -0.5 0.1 0.257
H 0.4563 -1.7996 0.0453 0.0 0.5 -0.6 0.205
H 1.5308 2.3073 -0.3681 -1.4 -1.4 -0.2 0.249
```
Positions in Å, forces in eV/Å.

Properties
**DFT total energy**: -11482.984 eV
**ΔE to the lowest compared entry with this formula, charge and spin**: 335.39 kJ/mol
**Charge**: +1

[4]
The following is a DFT calculation (the ωB97M-V functional and the def2-TZVPD basis) of a cluster of 2 separate species, C6H15N2O in total in a non-equilibrium geometry.

Geometry as XYZ:
```
24
Properties=species:S:1:pos:R:3:forces:R:3:nbo_charge:R:1
O -0.0465 2.0010 0.2824 0.0 0.0 0.4 -0.694
N -1.7952 0.6131 0.5328 0.3 0.5 0.3 -0.661
N 0.3906 -0.3136 -0.0253 0.3 0.6 -0.1 -0.283
C -2.8771 -0.0886 -0.1358 -0.2 -0.4 -0.2 -0.424
C 2.6802 0.6403 0.3461 -0.1 0.0 0.0 -0.644
C 1.6942 0.0200 -0.6391 0.8 0.2 -0.2 -0.220
C -0.0938 -1.6805 -0.1627 -0.4 -0.8 -0.1 -0.202
C 0.3838 -1.1996 1.1425 0.1 -0.6 0.8 -0.220
C -0.5821 0.8204 -0.0622 -1.1 0.0 -4.0 0.652
H 2.2178 1.3922 0.9807 0.0 0.0 0.0 0.228
H 3.4872 1.1117 -0.2096 0.1 0.0 0.0 0.252
H -2.1035 1.4841 0.9470 0.1 -0.1 0.0 0.425
H 3.1258 -0.1146 0.9887 0.0 0.0 0.1 0.227
H -0.8757 0.6947 -1.9218 0.6 0.3 3.1 -0.098
H 0.6628 2.3139 -0.2931 -0.2 -0.2 -0.1 0.516
H -3.0070 -1.0981 0.2598 -0.1 0.1 -0.1 0.200
H 1.3500 -1.5112 1.5114 0.1 0.1 -0.1 0.246
H -2.6662 -0.1275 -1.2133 -0.1 0.0 0.1 0.223
H -3.8114 0.4482 0.0177 0.1 0.0 0.1 0.238
H 0.5294 -2.3416 -0.7506 0.1 0.2 0.0 0.248
H -0.3374 -0.9527 1.9087 -0.1 0.1 -0.1 0.262
H 2.1249 -0.8945 -1.0501 -0.2 0.1 0.0 0.236
H 1.4867 0.6839 -1.4843 -0.1 -0.2 0.1 0.239
H -1.1498 -1.8065 -0.3396 0.0 0.2 0.0 0.253
```
Positions in Å, forces in eV/Å.

Properties
**DFT total energy**: -11482.682 eV
**ΔE to the lowest compared entry with this formula, charge and spin**: 364.53 kJ/mol
**Charge**: +1

[5]
The following is a DFT calculation (the ωB97M-V functional and the def2-TZVPD basis) of a cluster of 2 separate species, C6H15N3O2 in total in a non-equilibrium geometry.

Geometry as XYZ:
```
26
Properties=species:S:1:pos:R:3:forces:R:3:nbo_charge:R:1
O 0.2050 2.0010 -1.5579 -0.5 -0.1 -0.5 -0.710
O -1.2438 0.3123 -1.6838 2.3 0.5 0.4 -0.702
N 1.6582 0.6685 0.5428 0.5 0.8 1.4 -0.466
N 1.8909 2.0932 0.4939 0.0 0.6 0.3 -0.698
N -2.6317 0.7770 0.3701 1.1 0.4 1.4 -0.765
C 0.4630 0.1453 -0.0664 -0.6 0.9 2.1 0.047
C -0.1835 0.7749 -1.1397 -2.3 0.4 -1.3 0.649
C 1.3468 -1.8927 -0.9575 2.9 1.2 -1.0 -0.617
C -1.5470 1.2688 1.1183 -2.1 -3.4 -1.4 -0.116
C 0.4271 -1.3598 0.0982 -1.4 -0.1 -0.1 -0.271
C -0.9161 -2.0718 -0.0668 -1.4 1.5 1.1 -0.613
H -0.8512 -3.0351 -0.4929 0.6 -1.2 -0.4 0.211
H 1.7246 0.4787 1.5643 -0.4 -0.8 -1.3 0.354
H 2.3577 -1.5342 -0.6401 -0.4 0.0 -0.6 0.211
H -1.6170 -1.5270 -0.7089 0.3 -0.1 0.3 0.253
H -1.5217 2.3019 1.0050 1.2 1.8 -0.2 0.183
H -2.4256 0.8297 -0.6575 -0.3 -0.1 0.2 0.429
H -1.4437 0.8292 2.1093 0.2 0.2 -0.2 0.183
H 1.1785 -1.3726 -2.0324 0.0 -1.8 2.4 0.234
H 2.9114 2.2411 0.4926 -0.9 -0.1 0.1 0.376
H 1.5009 -2.9783 -0.8723 -0.7 0.2 -0.8 0.217
H 0.6900 -1.5882 1.1486 0.8 0.0 -0.6 0.201
H -1.3413 -2.1917 0.9431 -0.3 0.0 -0.4 0.185
H -2.9861 -0.1400 0.6581 0.5 0.4 -0.3 0.375
H 0.8892 2.3654 -0.9768 0.5 -0.1 0.4 0.498
H 1.4655 2.6043 1.3089 0.5 -0.8 -1.0 0.350
```
Positions in Å, forces in eV/Å.

Properties
**DFT total energy**: -15026.733 eV
**ΔE to the lowest compared entry with this formula, charge and spin**: 365.93 kJ/mol